Density functional theory data (the ωB97M-V functional and the def2-TZVPD basis) for a cluster of 2 separate species, CH11N2Si2 in total at a distorted geometry.

Positions of all 16 atoms, in Å:
C1 -0.316 -0.576 -0.748
N1 1.457 0.919 1.563
N2 0.810 -1.208 -0.896
Si1 -0.305 1.301 -1.074
Si2 -1.798 -1.559 0.182
H1 1.095 1.926 1.833
H2 1.075 0.306 2.201
H3 1.044 -2.232 -1.002
H4 2.435 0.952 1.632
H5 1.646 -0.638 -1.063
H6 1.089 1.768 -1.551
H7 -1.152 2.005 -2.104
H8 -1.202 1.657 0.025
H9 -0.945 -2.647 0.554
H10 -2.844 -1.237 -0.850
H11 -2.089 -0.739 1.297

Cartesian forces (eV/Å) of the 3 atoms listed first:
0.1209 -1.2710 0.3448
-1.8085 4.3658 -1.6129
0.9950 -0.0768 -0.9071

E_HOMO = -0.5169 Ha
Relative energy (zero: lowest compared OMol25 entry of this formula, charge and spin) = 1.974 eV
Molar mass = 107.28 g/mol
Charge = +1
Frontier orbital gap = 9.04 eV

From a Löwdin analysis of the wavefunction, the atomic charges in e read: C -0.52; N 0.02; N 0.07; Si 0.64; Si 0.75; H 0.10; H -0.02; H 0.17; H 0.00; H 0.11; H -0.03; H -0.06; H -0.06; H -0.06; H -0.03; H -0.08